(1)
DFT (wB97M-V/def2-TZVPD) results for C19H24N4O3Pd as an isolated structure at a distorted geometry.

Geometry as XYZ:
```
51
Properties=species:S:1:pos:R:3:forces:R:3
Pd -0.08497 -0.15150 -0.17704 0.323 -0.977 1.824
C -5.97481 -0.01198 -0.53161 -0.064 0.010 -0.045
O -4.58266 -0.09818 -0.32909 -0.059 -0.022 -0.056
C -4.14613 -0.07211 0.95601 0.325 -0.109 -0.101
C -4.95639 0.08203 2.05318 0.040 -0.001 0.060
C -4.39614 0.11473 3.33766 -0.068 -0.006 0.070
C -3.04273 0.01314 3.49121 0.055 0.037 0.122
C -2.17348 -0.15560 2.39119 -0.499 0.137 -0.510
C -0.76504 -0.17768 2.69837 0.321 -0.349 0.199
N 0.19104 -0.46495 1.89446 -0.860 0.655 -1.585
N 1.48622 -0.39356 2.27792 0.734 -0.113 0.339
C 2.32235 -0.34026 1.26190 -0.381 -0.062 0.598
O 1.99958 -0.35494 0.02215 -0.965 0.290 -0.571
C 3.76584 -0.23731 1.60349 0.205 0.060 -0.254
C 4.68954 -0.13971 0.56487 -0.077 -0.005 0.035
C 6.04101 -0.01147 0.84019 0.030 0.002 -0.009
C 6.48256 0.02226 2.15535 -0.008 0.005 -0.054
C 5.56568 -0.08084 3.19300 0.039 -0.001 0.033
C 4.21356 -0.21056 2.92146 -0.077 -0.025 0.033
C -2.72325 -0.23394 1.08008 -0.136 -0.029 0.648
O -2.07135 -0.46031 -0.02116 1.033 0.655 -0.572
H -6.12554 -0.03350 -1.60769 -0.004 -0.012 0.004
H -6.38572 0.92036 -0.13148 0.014 -0.009 -0.006
H -6.49714 -0.85893 -0.07618 0.003 0.017 0.006
H -6.02708 0.18538 1.94106 0.045 -0.011 -0.026
H -5.04242 0.22622 4.19760 0.028 0.013 0.009
H -2.61321 0.04744 4.48588 0.021 0.028 -0.022
H -0.49250 0.07448 3.72246 0.109 -0.130 0.015
H 4.33002 -0.16467 -0.45427 -0.002 0.014 0.001
H 6.74879 0.06300 0.02430 0.012 0.004 0.021
H 7.53861 0.12974 2.36809 -0.007 -0.014 0.023
H 5.90973 -0.06042 4.21926 -0.020 0.002 0.002
H 3.49158 -0.29424 3.72197 0.012 0.011 -0.004
C 2.60777 4.10784 1.65886 -0.037 -0.055 -0.078
C 1.30521 4.02114 0.86601 -0.034 0.167 0.110
C 0.13393 4.48914 1.73946 0.081 -0.027 -0.092
C 1.39990 4.88772 -0.39062 0.020 -0.094 0.110
N 1.19249 2.61100 0.46922 0.147 0.068 -0.048
N 0.04569 2.25992 -0.28169 -0.176 -0.268 -0.155
H 2.82684 5.14416 1.91628 -0.003 -0.006 0.047
H 3.43162 3.70571 1.06806 0.007 0.025 0.006
H 2.53913 3.52930 2.58338 0.009 -0.001 0.002
H 0.29674 5.51946 2.05904 -0.058 0.000 0.020
H 0.04061 3.86291 2.62939 0.005 0.009 0.016
H -0.81208 4.46134 1.19320 -0.011 0.031 0.033
H 1.70602 5.89781 -0.11788 -0.031 0.021 -0.032
H 0.43723 4.96080 -0.90087 0.020 0.000 -0.038
H 2.13916 4.47231 -1.07722 0.007 0.024 -0.002
H 1.22188 2.02084 1.29385 -0.005 -0.092 -0.020
H 0.14615 2.63261 -1.21505 0.002 0.049 -0.069
H -0.82033 2.60948 0.12181 -0.065 0.085 -0.037
```
Positions in Å, forces in eV/Å.

The calculation puts the orbital gap (spin up / spin down) at 6.57 / 6.44 eV. The multiplicity is 1. As for the net charge: 0. The calculated total energy is -35672.80689 eV. As for the energy above the lowest of the compared OMol25 structures with the same formula, charge and spin: 0.0 kJ/mol. The highest occupied orbital energy (spin up / spin down) comes out at -7.504 / -7.448 eV.



(2)
DFT (wB97M-V/def2-TZVPD) results for C19H25BrKN11O4 as an isolated structure at a distorted geometry.

Geometry as XYZ:
```
61
Properties=species:S:1:pos:R:3:forces:R:3
K -0.14432 -1.64642 0.18047 -1.463 -0.041 1.101
N 2.06856 0.73422 0.16248 -0.146 -0.189 -0.176
C 1.24556 1.71079 -0.52101 0.090 0.014 -0.046
C 1.96924 2.38037 -1.72798 0.069 0.000 0.009
C 1.66283 3.85546 -1.95121 -0.047 -0.024 -0.056
C 0.22918 4.05513 -2.42651 -0.281 0.148 -0.143
N 0.08239 3.62497 -3.83615 0.570 -0.209 0.019
C -0.06183 2.35002 -4.25454 -0.535 0.144 -0.271
N -0.89032 1.49469 -3.71633 0.371 -0.221 0.450
N 0.57786 2.03802 -5.43301 0.119 -0.107 0.039
C -0.00371 1.03259 -1.09549 0.231 0.233 0.496
O -1.04576 1.76081 -1.17632 0.190 -0.456 -0.469
O 0.12597 -0.11350 -1.54879 0.034 1.012 -1.141
H 3.02190 1.05315 0.27592 0.023 0.031 0.121
H 2.13259 -0.09766 -0.42044 0.065 -0.038 0.087
H 0.89717 2.47829 0.17649 0.144 0.020 0.031
H 1.71130 1.83298 -2.64310 0.179 -0.147 0.062
H 3.04099 2.22423 -1.59229 0.020 0.109 0.007
H 2.34514 4.27166 -2.70498 0.033 0.034 0.058
H 1.82569 4.42744 -1.03380 -0.070 -0.044 0.027
H -0.07599 5.10055 -2.38251 0.028 0.014 -0.064
H -0.45516 3.46738 -1.81575 -0.040 0.119 0.026
H 0.68618 4.13891 -4.46267 -0.069 0.094 0.006
H -1.11896 1.56922 -2.63688 -0.587 0.453 -0.082
H -0.72749 0.52198 -3.94404 -0.059 0.031 -0.097
H 1.54496 2.32484 -5.46723 -0.025 0.079 -0.055
H 0.46637 1.07758 -5.72058 -0.031 0.009 -0.026
Br -3.84011 -4.43465 0.51385 -0.146 0.131 -0.139
C -2.40265 -3.60471 1.57125 0.284 -0.190 0.340
C -2.76871 -2.61653 2.65277 0.204 0.078 0.076
C -1.95553 -3.12048 3.82834 -0.044 -0.007 -0.065
C -0.66194 -3.45077 3.57498 -0.053 -0.091 0.001
C -0.23922 -3.69241 2.24107 0.254 0.085 0.016
N -1.21668 -3.96799 1.29759 -0.142 0.099 -0.204
C 1.13850 -3.57388 1.78083 -0.006 -0.210 0.013
O 2.09497 -3.61915 2.65567 0.207 -0.063 0.011
O 1.35396 -3.32805 0.55783 1.142 -1.061 0.312
H -3.83754 -2.66086 2.86898 -0.003 -0.025 0.006
H -2.35897 -3.03310 4.83158 0.018 -0.006 0.009
H 0.06370 -3.58647 4.37001 0.011 0.019 -0.011
N 4.24899 -2.62795 1.80280 0.128 -0.045 0.264
N 4.45566 -2.65201 0.45955 0.010 0.029 0.019
N 4.68147 -3.76372 -0.19381 -0.011 -0.072 -0.009
C 4.87656 -3.30710 -1.43111 0.001 0.031 0.008
N 4.79738 -1.98420 -1.51790 -0.004 0.005 0.029
N 4.51977 -1.57297 -0.28210 -0.105 0.070 -0.025
H 3.25763 -3.21090 2.15944 -0.338 0.104 -0.255
H 4.09659 -1.64953 2.02775 -0.027 -0.008 -0.087
H 5.07559 -3.95523 -2.26747 -0.004 -0.010 0.007
N -2.28478 -1.29157 2.26896 -0.053 0.153 -0.237
C -3.09402 -0.24721 2.30890 -0.157 -0.086 -0.034
C -2.52784 1.07118 2.13936 -0.042 -0.053 -0.033
C -3.27578 2.21994 2.20215 -0.015 0.010 0.026
C -4.66171 2.19378 2.42570 -0.003 0.017 -0.004
C -5.25306 0.93740 2.55891 0.031 -0.010 -0.010
C -4.52709 -0.23738 2.49853 0.055 0.031 0.063
H -1.45627 1.11864 1.97061 0.007 0.021 0.019
H -2.77474 3.17862 2.08290 0.015 -0.009 -0.028
H -5.24496 3.10580 2.48207 -0.003 -0.003 -0.010
H -6.33027 0.87245 2.70318 0.001 -0.012 0.005
H -5.05925 -1.17665 2.57307 -0.027 0.011 0.019
```
Positions in Å, forces in eV/Å.

The calculation puts the orbital gap at 2.67 eV. The multiplicity is 1. As for the net charge: -2. The calculated total energy is -131055.92532 eV. As for the energy above the lowest of the compared OMol25 structures with the same formula, charge and spin: 379.2 kJ/mol. The highest occupied orbital energy comes out at 0.298 eV.